(1)
The following is a quantum chemistry calculation of a cluster of 12 separate species, C6H33N2O11 in total, from the OMol25 dataset.

Atoms and positions in Å:
O (1.6608, -2.8806, -2.4058)
O (3.3283, 2.1057, -3.6096)
O (0.2434, 2.0730, 5.5801)
O (-0.5990, -3.4486, -0.7463)
O (-2.9949, -1.9222, -0.5935)
O (-4.6182, -2.3813, 1.6591)
O (0.1602, -3.5722, 1.9953)
O (3.0823, -1.3675, -4.4950)
O (0.5267, 4.0508, 3.5153)
O (-4.2419, 3.2452, 0.6548)
O (3.9895, -0.5142, -1.8821)
N (0.1179, 0.9959, 0.6280)
N (0.3888, 0.5705, -1.4743)
C (-1.8084, 1.0484, 2.1615)
C (1.1805, 1.6621, -1.1843)
C (-0.2432, 0.1879, -0.3808)
C (0.9936, 1.9262, 0.1339)
C (-0.3093, 0.8390, 2.0044)
C (0.3593, -0.1185, -2.7389)
H (3.5820, -2.1895, -4.5920)
H (1.8373, 1.9984, -1.9646)
H (-3.4173, -1.0950, -0.8482)
H (-4.6663, -2.0014, 2.5449)
H (3.6680, -0.7154, -2.7877)
H (2.1599, -1.6415, -4.5652)
H (0.2713, 1.4815, 2.6622)
H (0.2297, 4.6851, 2.8520)
H (-0.0772, -0.1637, 2.3615)
H (-0.3076, -4.2788, 2.4617)
H (2.2955, -2.6343, -1.7226)
H (-5.1250, -3.2029, 1.7121)
H (-2.1697, 2.0339, 1.8683)
H (1.4409, 4.3044, 3.7031)
H (0.7414, 1.2513, 5.6631)
H (4.8536, -0.9373, -1.8413)
H (-2.3823, 0.2707, 1.6575)
H (0.4724, 2.4326, 4.7085)
H (1.3196, 2.6890, 0.8225)
H (0.1101, 0.5827, -3.5412)
H (-0.2971, -3.5344, 0.1819)
H (-3.5693, -2.2840, 0.1171)
H (1.0718, -3.6340, 2.3104)
H (-2.0878, 1.0028, 3.2175)
H (-0.9594, -0.6048, -0.2364)
H (-1.4354, -2.9437, -0.7101)
H (1.3260, -0.5051, -3.0452)
H (3.9063, 2.1076, -4.3813)
H (3.8323, 2.5646, -2.9269)
H (0.9107, -3.2829, -1.9182)
H (-4.8585, 2.9878, -0.0408)
H (-3.5131, 3.6687, 0.1870)
H (-0.3794, -0.9116, -2.7317)

Forces on the atoms, in the same order (eV/Å):
O -0.2512 -0.2739 0.2398
O -0.0261 0.2013 0.0997
O 0.1614 -0.2349 -0.3657
O -0.0728 0.2341 0.4281
O -0.1879 -0.0020 0.3655
O -0.1657 -0.2889 0.1382
O 0.0904 -0.1132 0.2893
O 0.1561 0.0244 -0.1704
O 0.3878 -0.0169 -0.3553
O 0.1515 -0.1255 -0.1721
O -0.1948 -0.2497 -0.2976
N 0.0630 -0.4534 -1.0160
N 0.2250 -0.1172 0.3671
C -0.2910 0.3073 0.6511
C -0.0409 -0.4603 -0.0257
C -0.0925 0.2150 1.0951
C 0.0140 0.3468 0.4097
C -0.7593 -0.2865 0.9245
C -0.2049 0.2984 -1.5911
H -0.1603 0.0946 0.0004
H 0.0485 0.4493 0.0824
H -0.0701 -0.1330 -0.0637
H 0.0499 0.0061 -0.1488
H 0.1443 0.1564 0.3075
H 0.1381 -0.1957 0.1015
H -0.0354 0.4153 -0.3908
H -0.0802 -0.0259 0.1617
H 0.1505 -0.1969 -0.3592
H 0.0667 0.1298 -0.1066
H 0.0277 0.0449 -0.1089
H 0.0393 0.1646 -0.0061
H 0.1868 -0.0545 -0.4108
H -0.1864 0.0701 0.0779
H -0.0451 0.1300 0.0688
H -0.0261 0.0647 0.0670
H 0.0347 0.0741 -0.1813
H -0.2059 0.0706 0.3805
H 0.3854 0.0416 -0.3357
H -0.2814 0.1252 0.2887
H -0.1968 0.0269 -0.4300
H 0.3041 0.3806 -0.2167
H -0.1344 -0.0057 -0.1007
H 0.2497 -0.2294 0.0238
H 0.0844 -0.2643 -0.3975
H 0.3342 -0.2865 -0.1105
H 0.0851 -0.1618 0.7060
H -0.1093 -0.0663 0.0312
H 0.1025 -0.1252 -0.1281
H 0.2066 0.2560 -0.1554
H -0.0021 0.0813 0.1112
H -0.1391 0.0557 0.0238
H 0.0723 -0.0976 0.2039

The value obtained for the LUMO energy is -2.3 eV. As for the total charge: +1. As for the total energy: -32255.580 eV. The value obtained for the HOMO-LUMO gap is 10.82 eV. The HOMO energy comes out at -13.1044 eV. The multiplicity is 1.

Atomic partial charges in e from the Löwdin method, atoms 1 to 6: atom 1 (O): -0.08, atom 2 (O): -0.06, atom 3 (O): -0.06, atom 4 (O): -0.08, atom 5 (O): -0.07, atom 6 (O): -0.04

=====

(2)
The following is a quantum chemistry calculation of a cluster of 2 separate species, C2H9NS in total, from the OMol25 dataset.

Atoms and positions in Å:
S (0.7773, 2.7742, 1.2855)
N (0.2209, -0.2757, 0.1862)
C (-1.2541, -0.2922, -0.0519)
C (0.9461, -0.9874, -0.8660)
H (-1.5561, -1.3238, -0.2680)
H (0.9223, -2.0659, -0.6170)
H (0.5157, -0.7521, -1.8200)
H (1.9911, -0.6911, -0.8762)
H (-1.3977, 0.2161, -1.0128)
H (0.5272, 1.9798, 0.2174)
H (0.3071, -0.6598, 1.1151)
H (-0.0767, 1.9827, 2.0014)
H (-1.9231, 0.0952, 0.7063)

Forces on the atoms, in the same order (eV/Å):
S -0.6563 -0.4743 0.1317
N -1.7378 0.9948 0.2735
C 1.0861 -0.8973 -1.7746
C 0.1133 -0.7305 1.8009
H -0.3140 -0.1504 0.1857
H -0.0422 0.1464 -0.8087
H -0.2783 -0.1045 -0.4660
H 0.1088 0.1539 0.0225
H -0.3415 0.2751 0.3290
H 0.2678 0.1710 0.2281
H 0.8443 -0.2688 -0.0739
H 0.4894 0.5149 -0.1939
H 0.4604 0.3698 0.3456

The value obtained for the LUMO energy is 0.9 eV. As for the total energy: -14544.416 eV. The value obtained for the HOMO-LUMO gap is 9.70 eV. The HOMO energy comes out at -8.7698 eV. Its SMILES is CNC.S. The multiplicity is 1.

Atomic partial charges in e from the Löwdin method, atoms 1 to 6: atom 1 (S): 0.44, atom 2 (N): -0.23, atom 3 (C): -0.14, atom 4 (C): -0.13, atom 5 (H): 0.07, atom 6 (H): 0.08

=====

(3)
The following is a quantum chemistry calculation of a cluster of 2 separate species, C5H12O in total, from the OMol25 dataset.

Atoms and positions in Å:
O (-0.7375, -0.5473, 1.0500)
C (0.4203, -0.0575, 0.7350)
C (1.5369, -0.9911, 0.4121)
C (-1.7263, 0.7764, -1.6334)
C (2.4989, -0.3774, -0.6099)
C (-1.8247, 0.0860, 1.3848)
H (-2.7090, -0.5242, 1.4734)
H (2.0039, -0.2144, -1.5735)
H (-1.8114, 1.1701, 1.4201)
H (-2.3697, -0.1064, -1.6613)
H (1.1160, -1.9255, 0.0195)
H (0.5508, 1.0198, 0.8325)
H (2.1071, -1.2626, 1.3156)
H (-2.2792, 1.6109, -1.1959)
H (3.3635, -1.0288, -0.7728)
H (-0.8364, 0.5553, -1.0342)
H (-1.4029, 1.0353, -2.6435)
H (2.8762, 0.5910, -0.2594)

Forces on the atoms, in the same order (eV/Å):
O -0.0563 -1.0133 0.0377
C 0.7759 0.5028 -0.1075
C -0.0282 -0.0250 0.0105
C 0.0371 -0.0037 -0.0744
C 0.0504 0.0348 -0.0317
C -0.5857 0.5345 0.2690
H 0.1294 0.0635 0.0257
H 0.0573 -0.0235 0.1631
H -0.0352 -0.1559 0.0314
H 0.0850 0.1508 -0.0349
H 0.0399 0.1341 0.0853
H 0.0364 -0.1422 0.0022
H -0.0817 0.0254 -0.0913
H 0.0796 -0.1098 -0.1047
H -0.1316 0.0881 0.0167
H -0.2183 0.1073 -0.2159
H -0.0963 -0.0169 0.0669
H -0.0577 -0.1511 -0.0481

The value obtained for the LUMO energy (spin up / spin down) is 1.0 / 1.0 eV. As for the total energy: -7423.474 eV. The value obtained for the HOMO-LUMO gap (spin up / spin down) is 7.99 / 8.21 eV. The HOMO energy (spin up / spin down) comes out at -7.0084 / -7.2191 eV. The multiplicity is 1.

Atomic partial charges in e from the Löwdin method, atoms 1 to 6: atom 1 (O): -0.11, atom 2 (C): -0.21, atom 3 (C): -0.23, atom 4 (C): -0.05, atom 5 (C): -0.12, atom 6 (C): -0.06

=====

Largest force on an atom per entry: 1.63; 2.27; 1.02 eV/A
Energy relative to the best compared isomer or geometry (same formula, charge and spin) per entry: 272.3; 84.7; 370.2 kJ/mol